C16H18BClF2N4O6Pb as an isolated structure. Source: the OMol25 dataset; level of theory: the ωB97M-V functional and the def2-TZVPD basis.

Results
M: 653.80 g mol⁻¹
ΔE to the lowest compared entry with this formula, charge and spin: 0.4081 eV
HOMO-LUMO gap: 7.50 eV
Strongest force on any atom: 0.1 eV/A
Net charge: 0

Positions of all 49 atoms, in Å:
Pb  0.6054  1.5317  -0.4610
O  2.3502  -2.6089  3.9440
C  1.6698  -1.6133  4.4759
O  1.3805  -1.5690  5.6484
C  1.2318  -0.5213  3.5588
C  0.4854  0.5600  3.9866
N  0.2719  1.3435  2.9206
N  0.8277  0.8288  1.8251
C  1.4127  -0.3039  2.1754
C  2.0394  -1.1352  1.0775
O  2.5926  -2.1965  1.4079
O  1.9057  -0.6770  -0.0882
H  2.4887  -2.4834  2.9508
H  0.1127  0.7916  4.9692
H  -0.3062  2.1656  2.8020
N  -0.7456  -1.7305  -3.6533
C  0.7342  -1.9534  -3.7698
C  1.4369  -0.7156  -3.2309
N  0.9919  0.5223  -3.8464
C  -0.4472  0.6922  -3.8968
C  -1.1887  -0.5286  -4.4324
H  -0.9876  -1.5657  -2.6583
H  -1.2562  -2.5568  -3.9574
H  0.9453  -2.1319  -4.8250
H  0.9851  -2.8391  -3.1882
H  2.5112  -0.8250  -3.3689
H  1.2898  -0.6805  -2.1461
H  1.4394  0.7081  -4.7322
H  -0.6896  1.5508  -4.5212
H  -0.8343  0.9236  -2.8993
H  -0.9564  -0.7254  -5.4797
H  -2.2659  -0.4305  -4.3066
F  -1.7366  -0.9463  -1.2257
B  -1.2652  -0.0149  -0.3048
F  -2.0499  -0.0225  0.7647
Cl  -6.5165  6.4342  1.7596
C  -5.1560  5.4744  1.2606
C  -4.0494  5.3833  2.0893
C  -2.9717  4.6120  1.6859
C  -2.9968  3.9441  0.4673
C  -4.1141  4.0556  -0.3507
C  -5.2020  4.8174  0.0415
C  -1.8319  3.1058  0.0231
O  -1.8313  2.6279  -1.1288
O  -0.8886  2.9149  0.8561
H  -4.0379  5.9101  3.0332
H  -2.0954  4.5279  2.3133
H  -4.1163  3.5349  -1.2982
H  -6.0783  4.9069  -0.5851